Density functional theory data (the ωB97M-V functional and the def2-TZVPD basis) for a structure of composition C47H57N7OPdSTe.

orbital gap (spin up / spin down)	5.3 / 5.3	eV
total charge	+1
E_HOMO (spin up / spin down)	-9.477 / -9.504	eV
largest force on an atom	0.9	eV/A
2S+1	2

Geometry as XYZ:
```
115
Properties=species:S:1:pos:R:3:lowdin_charge:R:1
H 0.2468 5.9580 2.9514 0.076
H 3.0407 -3.9839 -1.4620 0.105
C -1.1171 3.8945 -1.7997 -0.020
C -1.4542 -3.3037 6.6741 -0.085
H -2.7037 6.2136 0.6675 0.093
H -2.4571 -5.6928 7.0523 0.118
N 1.9549 -1.7603 1.6326 0.035
H -2.9655 4.2786 3.9558 0.085
N -1.2779 1.1977 1.3364 -0.064
H -2.3149 -3.2170 -4.7713 0.076
H -5.7372 1.1696 1.7161 0.106
H -3.2364 -4.1842 1.4642 0.076
C 0.7954 1.5342 2.5690 -0.503
H -1.4835 -4.0119 1.4830 0.019
H -0.9643 4.5434 -2.6532 0.123
H -2.8238 -8.5589 5.1881 0.085
C 2.0159 -2.9598 1.0309 -0.239
C -2.0094 6.4832 1.4661 -0.049
H -4.9235 1.7436 -3.6919 0.092
C -1.2720 2.1137 0.3499 -0.199
H -0.7260 -1.4443 -5.5640 0.120
C -2.8920 -6.4133 5.0882 -0.260
H -1.0915 -3.8038 -3.6334 0.064
C -1.2427 -3.3108 -4.5934 -0.078
H -0.8225 5.4471 -0.4181 0.107
C 1.4277 2.4864 1.5864 -0.161
C 2.3039 3.0759 -0.5781 -0.066
H -3.7238 0.5517 -3.1950 0.062
C 2.9959 -2.7059 3.5551 -0.032
C -0.6926 5.7255 3.4564 -0.029
C 2.6520 4.3337 -0.1031 -0.077
C -1.4212 3.9985 1.8638 0.074
C -1.7811 5.3314 2.4410 -0.563
H -3.3872 5.9831 3.7357 0.094
H -2.1086 0.6197 1.4388 0.078
S -1.6464 -0.1726 -1.0740 1.038
C -1.4049 1.6266 -1.0051 -0.334
H -3.0246 -2.0927 1.1749 0.066
H -4.7095 1.6396 3.9041 0.110
C 1.9649 -4.0788 -1.3036 -0.001
H -3.1675 -6.8346 3.0083 0.122
C -3.9557 1.6180 -3.2068 -0.095
H -4.2817 3.7922 -4.6565 0.090
H -3.4834 -7.7908 6.6331 0.076
H 3.1269 5.0506 -0.7606 0.106
C 2.4224 4.6525 1.2282 -0.067
N -0.4489 0.9768 2.4543 0.043
C -2.8264 -1.0261 3.0220 -0.466
H -2.4442 7.3201 2.0149 0.094
H 1.4506 -4.0070 -2.2555 0.066
C -4.9231 0.5511 2.0724 -0.077
C -2.3058 -4.6586 1.7892 -0.086
C 1.6959 2.1544 0.2628 -0.047
H -2.5821 4.2619 -4.7257 0.090
C -2.3209 -4.8928 3.2802 -0.301
C -1.2174 3.5539 0.5937 -0.120
C -3.3313 3.7451 -4.1246 -0.095
H -4.9006 -0.7264 0.3413 0.105
H -3.9020 4.7844 2.5387 0.094
Pd 0.0603 -0.7380 0.7931 0.603
H -4.0546 1.9515 -2.1617 0.090
H 1.6829 3.9450 3.1233 0.118
O 1.4563 1.2623 3.5682 0.021
C -2.4257 -5.4702 5.9912 -0.016
H -2.2231 -5.6080 1.2594 0.079
H -1.6110 0.5090 5.0578 0.053
C -2.6915 0.3942 5.1373 -0.072
H 2.7286 5.6167 1.6149 0.109
H -0.6461 -2.6489 6.3633 0.028
C -1.9117 -4.2402 5.5831 -0.304
C -4.3435 0.8117 3.3075 -0.049
C -1.5867 2.1423 -3.5034 -0.155
C -3.4105 -1.2840 1.7846 -0.189
H 2.3710 -0.6469 3.3057 0.093
H -0.5127 4.9308 4.1833 0.094
H 2.5603 -5.0332 1.1573 0.112
C 2.4456 -1.6329 2.8618 -0.134
H 2.5189 2.8065 -1.6052 0.110
C 1.8284 3.7253 2.0724 -0.037
H 1.4401 1.1698 -0.1060 0.086
H -3.4534 4.2825 -3.1719 0.084
H 3.3809 -2.5541 4.5536 0.117
H -1.0237 6.6136 3.9981 0.097
C -0.6448 -1.1417 -2.2885 -0.539
N -1.0663 -1.0542 -3.5682 -0.032
H -1.1210 -3.8755 7.5394 0.078
H -3.1172 1.3232 5.5167 0.076
C -3.0932 5.0701 3.2148 -0.034
C -1.3689 2.5098 -2.0554 -0.169
H -0.8276 -3.9463 -5.3759 0.079
Te -1.0676 -2.0877 3.5644 1.471
H -4.4503 -7.8915 5.1595 0.084
C 3.0239 -3.9459 2.9534 -0.033
N 0.6989 -2.0708 -0.6839 -0.070
H -1.0777 6.8408 1.0262 0.084
C -1.8725 -3.9470 4.2119 -0.400
H 3.4242 -4.8065 3.4722 0.118
C -0.5650 -1.9493 -4.6117 -0.225
H -0.9335 2.7596 -4.1238 0.132
C 2.5372 -4.0761 1.6570 0.001
N -2.9555 2.3502 -3.9617 -0.237
C -1.0421 4.4009 -0.5538 0.014
C -4.4580 -0.5058 1.3048 -0.102
C -3.4426 -7.7344 5.5464 -0.044
N 0.2384 -2.0248 -1.9797 0.047
H 1.7863 -5.0645 -0.8744 0.086
H -1.4168 3.2218 2.6283 0.133
C -2.8219 -6.1061 3.7353 -0.019
C 1.5018 -3.0131 -0.3711 -0.242
H -2.2787 -2.6658 7.0022 0.082
C -3.2941 0.0399 3.8067 -0.319
H -1.3031 1.1117 -3.6835 0.083
H 0.5080 -2.0480 -4.4650 0.112
H -2.8838 -0.3911 5.8705 0.075
H -1.9900 -0.6765 -3.6983 0.099
```

Density functional theory data (the ωB97M-V functional and the def2-TZVPD basis) for a structure of composition C18H39BBrIN3O9S2 in a non-equilibrium geometry.

orbital gap	4.9	eV
total charge	+1
E_HOMO	-10.756	eV
largest force on an atom	4.3	eV/A
2S+1	1

Geometry as XYZ:
```
74
Properties=species:S:1:pos:R:3:lowdin_charge:R:1
S 0.4483 2.6685 5.0366 0.580
C 2.2283 -2.4087 3.7302 -0.228
C 2.3248 1.4026 1.8012 -0.083
H -5.6019 -4.4802 -7.1593 0.140
H 0.7053 -0.0160 3.6080 0.132
H 0.5363 3.2017 0.2897 0.114
H 2.1712 2.3809 -1.2699 0.128
C -0.8498 5.2878 -0.4616 -0.081
C -0.6862 1.5208 0.6520 -0.729
H 0.9675 3.4005 2.7922 0.093
O 2.3256 -1.1355 3.0874 -0.145
H 0.3483 -1.3976 2.6016 0.078
C 1.0646 -0.5955 2.7527 -0.161
O 1.7718 1.5936 -1.6789 0.120
C -1.0172 0.2478 -1.5214 -0.250
H -1.6369 6.0248 -0.3382 0.082
O -1.0434 -1.2639 -3.6113 -0.322
H -4.4200 -4.6203 -4.4073 0.067
C 2.4746 1.9152 3.2591 -0.154
H 4.3325 -2.2643 3.4370 0.077
C 3.6242 -3.0531 3.6694 -0.044
H 3.8785 -0.4120 0.1161 0.072
H -2.3531 3.8154 -0.3382 0.095
H 4.1842 0.9758 -0.8997 0.089
H -4.1933 -2.2983 -4.5279 0.071
H -1.8852 0.9066 -1.5111 0.113
H 0.5572 -2.2272 0.6264 0.066
C 1.2930 -1.6258 0.1014 -0.211
O -0.9482 2.2787 4.3566 -0.179
H -0.3004 2.7217 -1.1573 0.119
H 1.5373 -3.0765 3.2126 0.117
C -1.3986 3.9840 0.1475 -0.297
I -2.0288 -1.0631 0.9110 1.167
H -3.1500 -1.5176 -5.7178 0.082
O 0.2925 3.8479 5.8081 -0.260
C -0.4189 2.8359 -0.0840 -0.162
H 2.5215 1.1142 3.9857 0.103
H 3.4643 2.3656 3.2683 0.125
H -6.0532 -5.1724 -4.8168 0.083
O -4.5464 -2.3926 -7.6009 0.038
C 1.2012 0.3819 1.6001 -0.240
H -0.6437 5.1542 -1.5198 0.082
H 3.6200 -3.7758 2.8616 0.072
H 0.8606 -1.8442 -1.9528 0.037
H 3.8033 -0.5171 -1.6814 0.087
H -4.6420 -6.0239 -5.4664 0.083
H 3.8749 -3.5127 4.6171 0.077
C -3.5825 -2.4652 -5.4144 -0.025
C -4.4255 -2.9959 -6.5494 -0.551
H 3.3060 1.0017 1.5734 0.119
O -0.0201 1.2434 1.7959 -0.149
H -1.5564 2.1692 5.1146 0.113
O 0.9880 1.5810 5.7807 -0.261
C 3.5701 0.0791 -0.8029 0.021
O -3.0609 -1.2665 -2.3951 -0.334
H -2.7710 -3.1563 -5.1827 0.083
S -1.6417 -1.2867 -2.3124 0.580
N -5.0584 -4.1871 -6.3628 0.004
H 2.0962 3.9147 3.9951 0.112
H -0.3297 0.6843 -2.2427 0.115
H 2.2162 -1.7926 0.6424 0.128
N -0.5044 0.2039 -0.1312 -0.323
C -5.0366 -5.0435 -5.1930 -0.079
Br -2.5608 1.5223 1.3107 0.815
H -1.1529 -2.4046 -1.7103 0.067
H 0.0127 5.6619 0.0838 0.079
B 2.0608 0.5372 -0.8172 -0.440
C 1.5207 3.0604 3.6599 -0.182
H 1.9159 -2.2398 4.7596 0.128
C 0.9144 -0.1177 0.1221 -0.226
H 2.4092 -2.3097 -1.5240 0.083
N 1.4522 -2.2172 -1.2258 0.061
H 2.1745 2.3041 1.2114 0.119
H -1.5303 4.1882 1.2064 0.102
```

Density functional theory data (the ωB97M-V functional and the def2-TZVPD basis) for an isolated molecule of C16H26O5.

orbital gap	10.2	eV
E_HOMO	-9.385	eV
largest force on an atom	0.6	eV/A
2S+1	1

Geometry as XYZ:
```
47
Properties=species:S:1:pos:R:3:lowdin_charge:R:1
C -4.6504 0.9205 2.1595 -0.064
H -5.2043 1.8277 2.3893 0.093
H -2.1671 2.7000 1.7525 0.079
O -1.2181 2.8745 1.6774 -0.019
H -1.8487 1.5650 -0.4899 0.141
C 1.6053 0.7576 0.4421 -0.345
H -3.6046 -2.4556 -0.5560 0.094
H 2.3216 -0.6509 1.5368 0.085
H 1.2805 2.5996 1.5025 0.152
C 0.6696 2.9009 -0.5319 -0.041
C 0.7858 2.0260 0.7127 -0.261
O 1.5056 -0.1288 1.5350 -0.009
H -2.9097 -2.3577 1.0861 0.095
H -5.2873 0.2258 1.6077 0.090
C -1.4842 0.8966 0.2901 -0.035
C 2.6334 -1.5226 -1.4368 -0.221
H 2.2391 -0.4392 -3.2416 0.114
H 0.3469 2.3150 -1.3894 0.083
H -0.0604 3.6822 -0.3408 0.083
H -0.6613 -3.3906 -2.1922 0.101
H -0.4382 1.0308 2.1618 0.146
C 0.9958 -3.1862 -0.8500 -0.075
H 0.1451 -1.6360 -3.7264 0.104
H 3.2206 1.6522 -0.7226 0.128
O -3.5458 1.3228 1.3749 -0.133
H 2.7557 -2.7693 0.2956 0.122
H -4.3123 0.4454 3.0881 0.096
H -1.9124 -1.9420 -0.3299 0.067
C 2.1784 -2.5212 -0.5832 -0.040
C -0.6040 1.6693 1.2786 -0.346
C 0.7142 -1.8856 -2.8431 -0.078
C 3.9012 -0.7730 -1.1044 -0.155
C 1.8936 -1.2138 -2.5711 -0.049
H 1.2042 0.2632 -0.4576 0.126
H -0.9127 0.0886 -0.1627 0.116
C 0.2608 -2.8692 -1.9807 -0.102
C -2.7010 0.2818 0.9875 -0.406
H 4.7349 -1.4780 -1.0187 0.135
C 3.0922 1.0682 0.1954 -0.139
O -3.4187 -0.5888 0.1371 -0.121
C -2.9243 -1.9020 0.0880 -0.087
H 3.4849 1.6353 1.0446 0.142
H 4.1309 -0.0511 -1.9010 0.126
H 0.6469 -3.9543 -0.1757 0.106
O 3.8691 -0.1110 0.1474 -0.138
H 1.6212 3.3698 -0.7673 0.075
H -2.3720 -0.2917 1.8822 0.164
```

Density functional theory data (the ωB97M-V functional and the def2-TZVPD basis) for an isolated molecule of C3H4N2 in a non-equilibrium geometry.

orbital gap	9.6	eV
E_HOMO	-9.693	eV
largest force on an atom	5.4	eV/A
2S+1	1

Geometry as XYZ:
```
9
Properties=species:S:1:pos:R:3:lowdin_charge:R:1
C 0.1385 0.1817 -0.0826 -0.308
H -1.8337 -0.4845 0.4466 0.063
H -1.8259 0.8098 -0.7820 0.077
N 1.0655 0.9390 0.3795 0.063
C -1.3005 0.3495 0.0618 -0.058
H 1.5866 -1.9004 -0.7247 0.045
C 1.3118 -1.0115 -0.3071 -0.033
H -1.2476 1.2493 0.8507 0.134
N 2.1054 -0.1329 0.1576 0.019
```